Molecular formula: C43H61F4INO10S4
Method: DFT, wB97M-V/def2-TZVPD

## Properties
Relative energy (zero: lowest compared OMol25 entry of this formula, charge and spin): 89.8 kJ/mol
LUMO energy: 1.9 eV
Calculated total energy: -4771.60877 hartree
Charge: -1

Last columns: bonded neighbours and bond lengths (Å).
Cartesian coordinates (Å):
1 I 0.201 3.729 -2.531  no bonds
2 S -0.537 -0.747 6.297  O10 1.383, O12 1.446, C23 1.815, C56 1.665
3 S -7.127 -0.505 -2.553  O14 1.416, O16 1.434, C41 1.669, C43 1.795
4 S -0.252 5.469 3.769  O11 1.454, O19 1.475, C28 1.790, C50 1.790
5 S 5.827 1.355 -2.848  O15 1.444, O17 1.482, C35 1.688, C54 1.799
6 F 4.491 0.516 -7.665  C46 1.384
7 F -4.098 -1.987 2.673  C45 1.313
8 F 2.093 -7.292 -4.524  C25 1.382
9 F 4.309 0.435 2.338  C60 1.322
10 O 0.846 -0.771 6.321  S2 1.383
11 O -0.303 4.604 4.937  S4 1.454
12 O -1.217 -1.456 7.359  S2 1.446
13 O -1.542 -1.475 -2.358  H85 0.949
14 O -6.994 0.843 -2.143  S3 1.416
15 O 5.481 0.271 -3.737  S5 1.444
16 O -8.360 -0.779 -3.232  S3 1.434
17 O 7.234 1.673 -2.508  S5 1.482
18 O -1.724 1.116 0.962  C38 1.270
19 O -0.609 6.899 3.744  S4 1.475
20 N -0.605 0.497 -1.148  C38 1.488, C40 1.471, H96 1.139, H117 1.006
21 C 1.885 0.979 -5.128  C26 1.408, C31 1.296, H111 0.930
22 C 2.918 1.984 5.974  C30 1.391, C47 1.437, H99 1.128
23 C -1.115 -1.247 4.650  S2 1.815, C29 1.497, H66 1.005, H93 1.074
24 C 1.968 -6.306 -2.324  C25 1.403, C62 1.360, H120 1.151
25 C 1.679 -6.266 -3.696  F8 1.382, C24 1.403, C58 1.455
26 C 1.498 -0.353 -4.883  C21 1.408, C36 1.466, H94 1.111
27 C -1.610 -4.819 0.950  C44 1.366, C59 1.432, H109 1.158
28 C 1.208 5.157 2.783  S4 1.790, C51 1.503, H68 1.043, H102 1.135
29 C -2.085 -0.126 4.443  C23 1.497, C57 1.499, H78 1.014, H80 1.011
30 C 4.186 1.436 5.815  C22 1.391, C63 1.395, H79 1.084
31 C 2.784 1.322 -5.996  C21 1.296, C46 1.509, H84 1.253
32 C -0.742 4.615 1.341  C50 1.345, C51 1.499, H88 1.172, H95 1.138
33 C 2.475 1.398 3.560  C47 1.361, C60 1.497, H71 1.053
34 C -3.017 1.096 -1.037  C38 1.485, H83 1.197, H103 1.014, H112 1.154
35 C 5.185 2.766 -3.517  S5 1.688, C48 1.462, H76 1.324, H97 1.000
36 C 2.180 -1.406 -5.643  C26 1.466, C61 1.394, H77 1.103
37 C 1.041 -4.189 -2.132  C42 1.338, C62 1.392, H89 1.116
38 C -1.757 0.869 -0.283  O18 1.270, N20 1.488, C34 1.485
39 C 3.925 2.235 -1.449  C48 1.551, C54 1.483, H116 1.015, H119 1.152
40 C 0.593 0.160 -0.363  N20 1.471, H87 1.083, H101 1.152, H108 1.131
41 C -7.012 -1.420 -1.162  S3 1.669, C49 1.575, H106 1.085, H121 1.186
42 C 0.569 -4.140 -3.383  C37 1.338, C58 1.395, H82 1.118
43 C -5.662 -1.118 -3.390  S3 1.795, C55 1.422, H90 0.852, H100 1.116
44 C -2.226 -5.046 2.148  C27 1.366, C52 1.433, H113 1.057
45 C -3.335 -2.870 2.071  F7 1.313, C52 1.442, C53 1.381
46 C 3.452 0.232 -6.796  F6 1.384, C31 1.509, C61 1.342
47 C 2.146 1.941 4.763  C22 1.437, C33 1.361, H70 0.908
48 C 4.465 3.347 -2.386  C35 1.462, C39 1.551, H86 1.033, H118 1.169
49 C -5.574 -2.063 -1.199  C41 1.575, C55 1.486, H91 1.080, H114 1.069
50 C -1.314 4.692 2.555  S4 1.790, C32 1.345, H73 1.200, H104 1.119
51 C 0.742 4.500 1.513  C28 1.503, C32 1.499, H65 0.936, H107 1.175
52 C -3.122 -4.114 2.767  C44 1.433, C45 1.442, H64 0.926
53 C -2.711 -2.614 0.865  C45 1.381, C59 1.389, H92 1.170
54 C 4.820 1.054 -1.388  S5 1.799, C39 1.483, H81 1.166, H110 0.955
55 C -5.376 -2.300 -2.653  C43 1.422, C49 1.486, H75 1.050, H105 1.064
56 C -1.118 0.809 6.193  S2 1.665, C57 1.401, H67 1.088, H74 1.197
57 C -1.539 1.189 4.912  C29 1.499, C56 1.401, H69 1.042, H122 1.124
58 C 0.778 -5.244 -4.208  C25 1.455, C42 1.395, H98 1.079
59 C -1.824 -3.543 0.336  C27 1.432, C53 1.389, H115 1.185
60 C 3.889 0.911 3.497  F9 1.322, C33 1.497, C63 1.388
61 C 3.147 -1.058 -6.585  C36 1.394, C46 1.342, H72 1.080
62 C 1.787 -5.207 -1.545  C24 1.360, C37 1.392, H123 1.080
63 C 4.682 0.880 4.636  C30 1.395, C60 1.388, H124 1.207
64 H -3.429 -4.309 3.619  C52 0.926
65 H 1.040 3.650 1.765  C51 0.936
66 H -0.478 -1.398 3.887  C23 1.005
67 H -1.900 0.844 6.948  C56 1.088
68 H 1.920 4.628 3.331  C28 1.043
69 H -2.174 2.010 5.009  C57 1.042
70 H 1.317 2.242 4.980  C47 0.908
71 H 2.017 1.371 2.612  C33 1.053
72 H 3.654 -1.648 -7.334  C61 1.080
73 H -2.370 5.255 2.468  C50 1.200
74 H -0.458 1.746 6.538  C56 1.197
75 H -5.850 -3.233 -2.740  C55 1.050
76 H 6.077 3.532 -4.126  C35 1.324
77 H 2.204 -2.500 -5.510  C36 1.103
78 H -2.897 -0.280 5.031  C29 1.014
79 H 4.871 1.455 6.655  C30 1.084
80 H -2.348 0.015 3.477  C29 1.011
81 H 4.422 -0.032 -1.536  C54 1.166
82 H -0.069 -3.386 -3.907  C42 1.118
83 H -2.985 0.507 -2.078  C34 1.197
84 H 3.205 2.455 -6.327  C31 1.253
85 H -1.967 -2.052 -2.980  O13 0.949
86 H 3.639 3.904 -2.659  C48 1.033
87 H 0.294 -0.342 0.550  C40 1.083
88 H -1.348 3.853 0.687  C32 1.172
89 H 0.792 -3.255 -1.575  C37 1.116
90 H -5.916 -1.191 -4.200  C43 0.852
91 H -5.380 -2.872 -0.511  C49 1.080
92 H -2.934 -1.571 0.386  C53 1.170
93 H -1.699 -2.141 4.763  C23 1.074
94 H 0.789 -0.587 -4.061  C26 1.111
95 H -0.673 5.660 0.897  C32 1.138
96 H -1.015 -0.378 -1.751  N20 1.139
97 H 4.658 2.608 -4.353  C35 1.000
98 H 0.553 -5.126 -5.257  C58 1.079
99 H 2.634 2.311 7.016  C22 1.128
100 H -4.990 -0.228 -3.393  C43 1.116
101 H 1.277 1.071 -0.196  C40 1.152
102 H 1.658 6.186 2.620  C28 1.135
103 H -3.370 2.012 -1.292  C34 1.014
104 H -1.493 3.725 3.090  C50 1.119
105 H -4.358 -2.544 -2.842  C55 1.064
106 H -7.609 -2.323 -1.234  C41 1.085
107 H 1.412 4.724 0.574  C51 1.175
108 H 1.011 -0.698 -0.970  C40 1.131
109 H -0.844 -5.626 0.626  C27 1.158
110 H 5.357 1.113 -0.600  C54 0.955
111 H 1.660 1.722 -4.616  C21 0.930
112 H -3.839 0.573 -0.420  C34 1.154
113 H -2.027 -5.838 2.819  C44 1.057
114 H -4.895 -1.296 -0.892  C49 1.069
115 H -1.151 -3.272 -0.600  C59 1.185
116 H 3.624 2.661 -0.578  C39 1.015
117 H -0.354 1.129 -1.889  N20 1.006
118 H 5.281 3.897 -1.754  C48 1.169
119 H 2.976 1.843 -1.972  C39 1.152
120 H 2.482 -7.266 -1.954  C24 1.151
121 H -7.364 -0.851 -0.183  C41 1.186
122 H -0.664 1.490 4.273  C57 1.124
123 H 2.211 -5.046 -0.564  C62 1.080
124 H 5.836 0.574 4.457  C63 1.207

These are the Mulliken partial charges, in e, on atoms 1 to 4: -0.68 1.25 1.20 1.06